Entry from the OMol25 dataset: the molecule C4H10OS in a non-equilibrium geometry (ωB97M-V/def2-TZVPD).

multiplicity = 1
energy relative to the best compared isomer or geometry (same formula, charge and spin) = 6.5 kcal/mol
LUMO energy = 0.91 eV
HOMO energy = -9.07 eV
molar mass = 106.2 g mol⁻¹
HOMO-LUMO gap = 9.986 eV
SMILES = OCCCCS

The geometry in XYZ format:
```
16
C4H10OS | the OMol25 dataset | ωB97M-V/def2-TZVPD
S -2.26493 -0.02113 2.43385
O 1.81610 -0.62682 -2.38010
C -0.57715 0.30059 0.31018
C -0.56041 0.02803 1.81806
C 0.73279 0.04167 -0.39636
C 0.59468 -0.09938 -1.88158
H -1.34833 -0.35366 -0.11776
H 0.36063 0.85671 -2.35749
H -0.04037 -0.90564 2.00460
H -0.25261 -0.75347 -2.13779
H -1.01741 1.29644 0.19464
H 1.89180 -0.45673 -3.32639
H -0.07613 0.83787 2.31622
H 1.48634 0.80701 -0.19066
H -1.92516 -0.07478 3.72783
H 1.18016 -0.87671 -0.01725
```

Quick look at the natural (NBO) charges, all values in e: S -0.05; O -0.72; C -0.41; C -0.49; C -0.42; C -0.05; H 0.20; H 0.16; H 0.21; H 0.15; H 0.21; H 0.47; H 0.21; H 0.21; H 0.12; H 0.21